Record 1
ORCA calculation (ωB97M-V/def2-TZVPD) on a structure of composition C34H32Cl6CuF12N6O16S4.

Calculated values
Net charge: 0
Energy above the lowest of the compared OMol25 structures with the same formula, charge and spin: 155.3 kJ/mol
HOMO (spin up / spin down): -9.88 / -9.88 eV
Strongest force on any atom: 3.8 eV/Å
E_tot: -273188.249 eV
Spin multiplicity: 2
HOMO-LUMO gap (spin up / spin down): 8.221 / 5.958 eV

Each line ends with the Mulliken charge.
CARTESIAN COORDINATES (ANGSTROEM)
1 C -2.863 2.718 -7.370  -0.4024
2 C 4.075 -0.836 -3.392  -0.2953
3 S -3.112 -5.028 -0.492  0.5817
4 C 6.327 -0.126 1.842  -0.7425
5 H 2.398 -2.450 0.433  0.4831
6 O 5.216 4.392 1.392  -0.6049
7 C -6.110 0.209 3.147  -0.4994
8 H 3.635 0.142 -3.275  0.3141
9 H 0.157 5.258 -1.511  0.2895
10 O 7.271 3.796 1.153  -0.6175
11 S -1.304 -5.852 1.229  0.5161
12 H 3.072 0.395 2.786  0.5008
13 C 4.731 -1.112 -4.728  -0.4883
14 H 5.064 -2.141 -4.804  0.3508
15 C -2.661 3.307 -4.698  -0.1914
16 H 2.367 3.227 -0.783  0.2999
17 C -1.666 0.618 -1.266  0.4654
18 F 0.285 -7.647 0.176  -0.2468
19 F -2.525 -0.231 -1.835  -0.2160
20 C 4.421 1.902 2.059  -0.0049
21 O -2.146 -6.927 1.520  -0.5503
22 C 0.103 -6.344 0.055  0.7260
23 S -0.349 0.438 2.093  0.1802
24 Cl 0.443 6.419 6.216  -0.2077
25 C -1.424 0.378 3.604  0.3384
26 N 1.275 -3.224 2.785  0.6294
27 H -1.067 4.555 4.511  0.4627
28 H 4.802 -1.393 2.653  0.4627
29 C -3.078 -3.752 -1.812  0.6988
30 Cl 6.057 -0.002 -5.146  -0.1853
31 H -0.367 4.825 3.023  0.1413
32 F -2.309 1.420 -0.479  -0.1612
33 Cl 0.986 3.836 -3.230  -0.2130
34 H 7.652 1.357 1.087  0.4934
35 H -8.125 2.029 1.183  0.4061
36 N -0.986 -0.735 1.171  1.4260
37 C -7.355 1.314 1.436  -0.3920
38 O -2.729 -6.232 -1.139  -0.5851
39 O -5.121 1.428 -8.200  -0.5785
40 C 6.646 1.162 1.429  -0.4641
41 F -1.039 1.284 -2.174  -0.1404
42 O 0.849 0.241 -0.492  -0.3210
43 C -6.683 0.581 0.471  -0.7503
44 H 3.034 -4.490 4.125  0.5318
45 F -1.121 1.358 4.426  -0.1339
46 O 1.080 -3.311 3.932  -0.6089
47 O 0.388 -2.992 2.016  -0.0891
48 N -1.959 -4.456 0.524  0.9670
49 H -5.173 -0.888 0.083  0.4692
50 F -1.918 -3.687 -2.397  -0.1665
51 Cl 1.891 4.794 0.885  -0.1725
52 C 0.492 6.120 4.459  -0.4471
53 C -5.428 -0.506 2.173  0.3852
54 H 3.716 2.731 2.098  0.4730
55 C 5.011 -0.401 2.256  -0.1903
56 C 1.106 4.774 -1.736  -0.3831
57 H 6.986 -0.970 1.684  0.4297
58 F -3.399 -2.538 -1.275  -0.2153
59 N 6.096 3.567 1.334  1.0642
60 O -4.406 -4.929 0.058  -0.5831
61 F -2.683 0.487 3.233  -0.1445
62 H 5.213 -5.217 3.435  0.4291
63 C 1.516 3.878 -0.595  0.0271
64 C -3.901 2.432 -6.519  0.1387
65 C -5.717 -0.325 0.831  -0.2869
66 C -0.096 4.809 4.087  -0.4510
67 H 1.527 6.162 4.138  0.2716
68 F -0.110 -6.051 -1.180  -0.2038
69 H -7.605 1.705 3.515  0.4004
70 H -5.905 -0.035 4.185  0.4944
71 H -0.745 4.200 -5.277  0.4498
72 C -7.082 1.104 2.786  -0.6117
73 H -0.037 6.939 3.980  0.3549
74 C 2.582 -3.514 2.280  0.2913
75 O -6.075 1.753 -6.255  -0.5811
76 H -6.962 0.756 -0.560  0.4405
77 S -0.380 -0.438 -0.374  0.1468
78 F 1.173 -5.741 0.498  -0.1890
79 N -5.120 1.810 -7.017  0.9525
80 O -0.491 1.736 1.565  -0.5310
81 O -3.719 -1.897 1.682  -0.5680
82 O -0.562 -5.384 2.358  -0.5048
83 H -2.561 3.534 -3.643  0.4602
84 C 5.704 2.169 1.590  -0.1406
85 H 3.277 -1.570 -3.272  0.1368
86 H 3.976 -0.961 -5.507  0.3279
87 H 4.805 -3.025 -0.212  0.1824
88 C 5.104 -4.259 1.482  -0.5962
89 H 6.114 -4.491 1.165  0.4358
90 C 4.050 0.605 2.379  -0.5553
91 Cu -1.557 -2.645 1.223  0.1409
92 H -2.869 2.472 -8.424  0.4268
93 O 0.968 0.070 2.505  -0.4057
94 O -4.347 -1.813 3.710  -0.5641
95 H -0.940 3.639 -7.548  0.3908
96 H 0.712 3.196 -0.316  -0.2585
97 Cl 5.269 -1.108 -2.080  -0.1589
98 C -1.660 3.703 -5.564  -0.6021
99 H 1.807 5.594 -1.880  0.4251
100 C 3.030 -3.107 1.022  0.0805
101 C 4.306 -3.517 0.622  -0.6746
102 C -1.759 3.362 -6.900  -0.4428
103 O -0.428 -1.762 -0.927  -0.5305
104 C 4.632 -4.632 2.734  -0.6570
105 F -1.241 -0.802 4.258  -0.2040
106 C -3.792 2.717 -5.179  -0.5259
107 F -3.995 -4.079 -2.721  -0.2179
108 N -4.426 -1.471 2.563  0.9836
109 Cl 1.034 3.460 4.282  -0.1305
110 H -4.632 2.412 -4.564  0.4961
111 C 3.384 -4.231 3.135  -0.3856

***

Record 2
ORCA calculation (ωB97M-V/def2-TZVPD) on the molecule C19H16N2O.

Calculated values
SMILES: O=C(c1ccccc1)N(Nc1ccccc1)c1ccccc1
Net charge: 0
Energy above the lowest of the compared OMol25 structures with the same formula, charge and spin: 185.4 kJ/mol
HOMO: -7.93 eV
Strongest force on any atom: 3.9 eV/Å
E_tot: -24988.096 eV
HOMO-LUMO gap: 8.411 eV

Each line ends with the natural charge from an NBO analysis.
CARTESIAN COORDINATES (ANGSTROEM)
1 C 1.669 1.252 1.680  0.1839
2 C -0.578 -3.551 -0.313  -0.1531
3 C 0.030 1.528 3.481  -0.1816
4 C 2.795 1.475 2.495  -0.2727
5 H -4.060 -3.867 -0.489  0.2254
6 H 1.399 -0.718 -3.000  0.2300
7 H 2.841 0.414 0.211  0.3752
8 H 0.465 0.557 -4.856  0.2035
9 H 3.740 1.515 1.988  0.2196
10 N 0.890 0.004 -0.387  -0.3611
11 C 0.517 0.713 -1.570  0.2594
12 H 0.884 2.043 5.344  0.2119
13 C -3.005 -3.482 -0.399  -0.1967
14 H -1.006 1.568 3.649  0.2144
15 O 1.495 -1.851 0.780  -0.5623
16 C -1.771 -1.423 -0.307  -0.1862
17 H -1.766 -0.308 -0.320  0.2226
18 C 1.133 1.708 4.338  -0.2567
19 C 0.698 -1.386 0.000  0.6713
20 H -0.837 2.579 -4.706  0.2155
21 H -1.383 3.383 -2.628  0.2094
22 H -1.870 -5.254 -0.609  0.2189
23 C -1.827 -4.180 -0.497  -0.2241
24 H -0.514 1.148 1.411  0.2143
25 C 2.481 1.738 3.871  -0.1748
26 C -0.442 2.055 -3.840  -0.2180
27 H 0.401 -4.014 -0.397  0.2347
28 H -3.824 -1.408 -0.172  0.2164
29 C 0.742 0.156 -2.818  -0.2771
30 C 0.320 1.291 2.110  -0.2712
31 C -2.955 -2.063 -0.299  -0.2111
32 C -0.282 1.910 -1.438  -0.2439
33 C 0.325 0.881 -3.892  -0.1804
34 C -0.579 -2.139 -0.240  -0.1441
35 H -0.429 2.374 -0.521  0.2194
36 H 3.215 2.065 4.593  0.2159
37 C -0.777 2.543 -2.603  -0.1953
38 N 1.864 0.742 0.351  -0.4514

***

Record 3
ORCA calculation (ωB97M-V/def2-TZVPD) on the molecule C2H4O2Si.

Calculated values
SMILES: O[Si]1(O)C=C1
Net charge: 0
Energy above the lowest of the compared OMol25 structures with the same formula, charge and spin: 55.3 kJ/mol
HOMO: -9.27 eV
Strongest force on any atom: 2.8 eV/Å
E_tot: -14111.466 eV
HOMO-LUMO gap: 9.753 eV

Each line ends with the natural charge from an NBO analysis.
CARTESIAN COORDINATES (ANGSTROEM)
1 O -1.698 1.355 0.013  -1.0710
2 H 1.864 0.909 1.216  0.2198
3 C 1.001 0.155 -0.802  -0.6474
4 H 1.713 0.409 -1.652  0.2180
5 C 1.128 0.515 0.511  -0.5776
6 O -1.471 -1.291 0.160  -1.0578
7 H -1.824 1.705 0.867  0.4943
8 Si -0.625 0.090 0.022  1.9253
9 H -1.529 -1.606 -0.748  0.4964

***

Record 4
ORCA calculation (ωB97M-V/def2-TZVPD) on the molecule C7H16N2.

Calculated values
SMILES: C=C(C)[C@H](N)[C@@H](C)CN
Net charge: 0
Energy above the lowest of the compared OMol25 structures with the same formula, charge and spin: 147.9 kJ/mol
HOMO: -8.44 eV
Strongest force on any atom: 3.7 eV/Å
E_tot: -10497.724 eV
HOMO-LUMO gap: 9.361 eV

Each line ends with the natural charge from an NBO analysis.
CARTESIAN COORDINATES (ANGSTROEM)
1 C -0.749 0.204 -0.053  -0.2436
2 C 2.431 0.657 -0.632  -0.6634
3 H -1.343 1.184 -1.877  0.2162
4 H 3.053 1.156 1.954  0.1904
5 H 0.074 0.195 -2.111  0.2074
6 H -2.335 -1.373 0.120  0.1933
7 H 1.879 1.417 -1.187  0.2180
8 H 2.574 -0.199 -1.293  0.2062
9 H 0.832 -1.743 -1.187  0.3562
10 C -0.864 0.256 -1.566  -0.6350
11 N -3.330 0.429 0.340  -0.8332
12 H 1.137 -2.541 0.220  0.3687
13 H -3.209 1.351 0.745  0.3497
14 H -2.070 -0.531 1.659  0.1821
15 H -1.458 -0.570 -1.954  0.2120
16 H -0.653 1.208 0.370  0.2053
17 C 2.123 0.622 1.809  -0.4380
18 H 3.414 1.066 -0.391  0.2197
19 H 1.579 0.387 2.713  0.1916
20 C -2.174 -0.397 0.580  -0.1948
21 C 0.322 -0.699 0.497  -0.0523
22 N 0.497 -1.910 -0.247  -0.8355
23 C 1.687 0.266 0.609  0.0305
24 H -3.511 0.537 -0.651  0.3522
25 H 0.093 -0.970 1.531  0.1963